# 1
A 3-piece molecular cluster, C4H12O2 overall in a non-equilibrium geometry, computed with the ωB97M-V functional and the def2-TZVPD basis.

The spin multiplicity is 2. The largest force on an atom is 2.009 eV/A. As for the HOMO-LUMO gap (alpha / beta): 2.8 / 10.1 eV. The expectation value of S² is 0.75. The charge is -1. The calculation puts the highest occupied orbital energy (alpha / beta) at 0.908 / -6.531 eV.

CARTESIAN COORDINATES (ANGSTROEM)
C1 2.22 0.06 -0.66
C2 1.54 -0.55 0.55
C3 0.38 -1.48 0.24
C4 -0.90 -1.14 0.11
H1 1.65 0.78 -1.25
H2 3.17 0.52 -0.39
H3 2.44 -0.75 -1.36
H4 1.27 0.22 1.27
H5 2.28 -1.22 1.01
H6 0.71 -2.38 -0.27
H7 -1.69 -1.80 -0.23
H8 -1.35 -0.27 0.57
H9 -1.80 1.80 -1.85
H10 -0.88 0.68 -1.60
O1 -1.65 0.89 -2.13
H11 -2.82 1.17 2.61
H12 -2.47 2.04 1.36
O2 -2.09 1.43 2.02

***

# 2
An isolated ion of composition C6H7N2O4P and charge -2 in a non-equilibrium geometry, computed with the ωB97M-V functional and the def2-TZVPD basis.

The largest force on an atom is 4.744 eV/A. As for the HOMO-LUMO gap: 5.5 eV. The charge is -2. The calculation puts the highest occupied orbital energy at 0.918 eV.

CARTESIAN COORDINATES (ANGSTROEM)
C1 -1.95 1.77 -0.44
C2 -0.98 1.30 -1.28
C3 -1.73 -0.09 0.86
C4 -0.49 -0.51 0.11
C5 -0.31 -1.98 -0.07
C6 0.69 -0.05 0.93
N1 -2.36 1.06 0.59
N2 -0.30 0.23 -1.13
O1 2.17 1.68 -0.55
O2 2.39 -0.76 -1.37
O3 3.29 -0.17 0.88
O4 0.74 0.48 2.04
P1 2.15 0.18 -0.30
H1 -2.49 2.63 -0.82
H2 -0.87 1.91 -2.24
H3 -2.24 -0.80 1.44
H4 -0.33 -2.46 0.88
H5 0.73 -1.99 -0.57
H6 -1.05 -2.56 -0.62
H7 2.93 0.14 1.67

***

# 3
A single C8H12NO2P molecule in a non-equilibrium geometry, computed with the ωB97M-V functional and the def2-TZVPD basis.

The largest force on an atom is 4.007 eV/A. As for the HOMO-LUMO gap: 7.3 eV. The SMILES is CC(c1ccccc1)=P(N)(O)O. The calculation puts the highest occupied orbital energy at -6.726 eV.

CARTESIAN COORDINATES (ANGSTROEM)
C1 0.87 2.16 0.29
C2 0.63 0.80 -0.09
C3 -0.64 0.18 -0.15
C4 -0.91 -1.18 0.23
C5 -2.23 -1.66 0.18
C6 -3.26 -0.89 -0.23
C7 -3.02 0.44 -0.52
C8 -1.72 0.94 -0.48
P1 1.96 -0.31 -0.03
N1 2.40 -1.19 1.27
O1 3.32 0.41 -0.55
O2 1.93 -1.39 -1.16
H1 0.35 2.95 -0.22
H2 0.74 2.29 1.42
H3 1.88 2.47 0.20
H4 -0.10 -1.84 0.67
H5 -2.24 -2.71 0.25
H6 -4.31 -1.23 -0.29
H7 -3.94 0.91 -0.84
H8 -1.62 2.07 -0.40
H9 2.64 -0.58 2.12
H10 3.16 -1.93 1.22
H11 3.08 0.80 -1.40
H12 1.03 -1.51 -1.50

***

# 4
A 4-piece molecular cluster, C26H52IN2O10 overall, computed with the ωB97M-V functional and the def2-TZVPD basis.

The spin multiplicity is 2. The largest force on an atom is 0.567 eV/A. As for the HOMO-LUMO gap (alpha / beta): 8.2 / 9.3 eV. The expectation value of S² is 0.75. The calculation puts the highest occupied orbital energy (alpha / beta) at -7.728 / -8.805 eV.

CARTESIAN COORDINATES (ANGSTROEM)
C1 1.73 1.00 -0.29
C2 1.24 0.11 -1.43
N1 0.20 -0.85 -1.06
C3 0.39 -1.93 -0.07
C4 1.87 -2.45 -0.12
C5 2.62 -3.04 1.08
C6 2.92 -2.12 2.25
I1 1.80 -4.88 1.84
C7 -0.06 -1.47 1.33
C8 -1.52 -1.01 1.45
C9 -1.71 0.47 1.11
C10 -2.02 -1.24 2.88
N2 -2.37 -1.75 0.49
O1 -3.61 -1.48 0.52
C11 -1.99 -3.09 -0.03
C12 -2.22 -4.12 1.08
C13 -2.90 -3.40 -1.21
C14 -0.52 -3.10 -0.50
H1 0.92 1.61 0.10
H2 2.14 0.41 0.53
H3 2.51 1.66 -0.66
H4 0.79 0.75 -2.20
H5 2.11 -0.36 -1.91
H6 -0.20 -1.23 -1.91
H7 1.91 -3.19 -0.92
H8 2.51 -1.63 -0.44
H9 3.57 -3.39 0.67
H10 3.28 -1.16 1.86
H11 3.70 -2.54 2.89
H12 2.05 -1.94 2.88
H13 0.57 -0.67 1.70
H14 0.10 -2.33 2.00
H15 -0.99 1.09 1.66
H16 -2.72 0.79 1.38
H17 -1.57 0.62 0.04
H18 -1.48 -0.58 3.56
H19 -3.08 -1.01 2.93
H20 -1.87 -2.27 3.20
H21 -3.23 -4.02 1.48
H22 -2.10 -5.13 0.68
H23 -1.50 -4.01 1.90
H24 -2.89 -2.58 -1.93
H25 -3.93 -3.56 -0.89
H26 -2.55 -4.31 -1.70
H27 -0.07 -4.03 -0.15
H28 -0.48 -3.14 -1.60
C15 2.59 -1.37 9.38
C16 1.79 -1.99 8.26
O2 1.41 -1.02 7.27
C17 2.36 -0.71 6.39
O3 3.48 -1.16 6.35
O4 1.89 0.25 5.59
C18 2.83 0.71 4.61
H29 2.04 -0.54 9.83
H30 2.78 -2.11 10.16
H31 3.55 -1.00 9.01
H32 0.84 -2.38 8.62
H33 2.35 -2.79 7.77
H34 3.24 -0.13 4.06
H35 3.64 1.27 5.07
H36 2.26 1.35 3.94
C19 1.10 7.03 -3.57
C20 1.49 5.57 -3.67
O5 1.19 4.87 -2.44
C21 -0.08 4.50 -2.29
O6 -0.97 4.68 -3.08
O7 -0.20 3.89 -1.11
C22 -1.53 3.47 -0.78
H37 1.58 7.50 -2.72
H38 1.41 7.55 -4.48
H39 0.02 7.14 -3.48
H40 2.56 5.45 -3.78
H41 0.98 5.08 -4.49
H42 -1.95 2.86 -1.58
H43 -2.17 4.33 -0.59
H44 -1.43 2.87 0.12
C23 -1.66 1.28 -3.87
C24 -2.68 0.42 -4.59
O8 -3.07 1.02 -5.84
C25 -2.22 0.85 -6.85
O9 -1.17 0.26 -6.80
O10 -2.68 1.52 -7.90
C26 -1.84 1.45 -9.06
H45 -2.04 2.29 -3.73
H46 -1.45 0.84 -2.89
H47 -0.73 1.33 -4.43
H48 -3.60 0.34 -4.03
H49 -2.29 -0.58 -4.78
H50 -1.65 0.41 -9.33
H51 -0.90 1.96 -8.88
H52 -2.40 1.95 -9.85

***

# 5
A 10-piece molecular cluster, C34H54BCl6N6O8 overall in a non-equilibrium geometry, computed with the ωB97M-V functional and the def2-TZVPD basis.

The largest force on an atom is 6.287 eV/A. As for the HOMO-LUMO gap: 9.1 eV. The charge is -1. The calculation puts the highest occupied orbital energy at -7.335 eV.

CARTESIAN COORDINATES (ANGSTROEM)
O1 1.84 2.32 0.13
C1 0.85 1.59 0.14
O2 -0.23 1.64 -0.63
B1 -1.07 0.45 -0.34
O3 -0.33 -0.35 0.62
C2 0.74 0.36 1.06
O4 1.54 0.02 1.97
O5 -1.46 -0.29 -1.57
C3 -2.77 -0.23 -1.79
O6 -3.43 -0.67 -2.73
C4 -3.36 0.51 -0.60
O7 -2.36 0.86 0.18
O8 -4.55 0.83 -0.43
C5 3.73 -6.27 -1.17
C6 2.48 -5.36 -1.11
C7 1.27 -5.98 -1.75
C8 1.56 -6.55 -3.07
N1 1.85 -7.05 -4.13
H1 4.17 -6.48 -2.14
H2 3.51 -7.24 -0.73
H3 4.50 -5.75 -0.60
H4 2.72 -4.46 -1.67
H5 2.31 -5.04 -0.08
H6 0.44 -5.27 -1.80
H7 0.92 -6.79 -1.11
C9 6.87 3.30 -4.75
C10 5.45 3.68 -4.27
C11 4.31 2.99 -4.93
C12 4.18 1.58 -4.65
N2 4.02 0.47 -4.47
H8 7.04 3.34 -5.83
H9 7.20 2.34 -4.35
H10 7.56 4.01 -4.29
H11 5.23 4.74 -4.40
H12 5.42 3.55 -3.19
H13 4.29 3.02 -6.02
H14 3.40 3.49 -4.60
C13 -1.07 3.39 6.26
C14 -2.07 3.81 5.18
C15 -3.54 3.85 5.60
C16 -4.44 4.08 4.46
N3 -5.12 4.26 3.55
H15 -1.23 2.36 6.59
H16 -1.19 4.04 7.13
H17 -0.03 3.52 5.95
H18 -1.97 3.15 4.32
H19 -1.75 4.78 4.81
H20 -3.73 4.62 6.35
H21 -3.88 2.93 6.08
C17 -10.16 -1.99 0.91
C18 -11.70 -1.70 0.63
C19 -11.87 -0.51 -0.38
C20 -11.10 0.70 0.15
N4 -10.56 1.66 0.53
H22 -10.04 -3.01 1.29
H23 -9.74 -1.26 1.59
H24 -9.54 -2.05 0.02
H25 -12.26 -1.47 1.53
H26 -11.96 -2.65 0.16
H27 -12.95 -0.38 -0.51
H28 -11.45 -0.84 -1.33
C21 6.55 -4.07 8.27
C22 5.50 -3.19 8.85
C23 4.36 -2.69 7.89
C24 3.79 -3.70 6.95
N5 3.39 -4.52 6.33
H29 6.28 -5.05 7.88
H30 7.25 -4.37 9.05
H31 7.18 -3.55 7.55
H32 5.99 -2.36 9.36
H33 5.03 -3.78 9.64
H34 4.78 -1.92 7.26
H35 3.57 -2.17 8.43
C25 1.21 9.69 -1.40
C26 1.77 8.60 -0.42
C27 0.80 8.29 0.74
C28 -0.57 7.93 0.36
N6 -1.65 7.67 0.18
H36 1.96 10.05 -2.11
H37 0.82 10.53 -0.83
H38 0.50 9.22 -2.08
H39 2.65 8.99 0.08
H40 1.95 7.69 -0.98
H41 0.77 9.19 1.35
H42 1.24 7.47 1.32
Cl1 -1.07 -3.36 -9.08
C29 -0.78 -2.27 -7.75
C30 -1.41 -0.88 -7.85
Cl2 -0.72 0.18 -9.10
H43 0.30 -2.13 -7.67
H44 -1.08 -2.71 -6.80
H45 -1.45 -0.31 -6.92
H46 -2.46 -1.11 -8.01
Cl3 -7.25 -6.61 -5.70
C31 -6.33 -5.67 -4.42
C32 -4.89 -5.85 -4.82
Cl4 -4.28 -7.51 -4.60
H47 -6.54 -6.01 -3.41
H48 -6.68 -4.64 -4.41
H49 -4.25 -5.20 -4.22
H50 -4.74 -5.54 -5.85
Cl5 7.99 -2.08 0.19
C33 7.58 -0.62 1.18
C34 7.75 -0.88 2.70
Cl6 9.44 -1.26 3.06
H51 6.54 -0.38 0.94
H52 8.06 0.28 0.81
H53 7.33 -1.85 2.95
H54 7.36 -0.10 3.36

***

# 6
C33H33F9O8P2Sb2Ti as an isolated structure, computed with the ωB97M-V functional and the def2-TZVPD basis.

The spin multiplicity is 3. The largest force on an atom is 0.561 eV/A. As for the HOMO-LUMO gap (alpha / beta): 7.1 / 8.9 eV. The expectation value of S² is 2.00. The calculation puts the highest occupied orbital energy (alpha / beta) at -6.809 / -8.600 eV.

CARTESIAN COORDINATES (ANGSTROEM)
Ti1 0.50 0.74 1.02
C1 0.26 2.66 4.72
C2 -1.03 2.17 4.08
O1 -2.12 2.55 4.92
P1 -1.37 2.97 2.46
O2 -1.34 4.51 2.76
O3 -2.87 2.60 2.13
O4 -0.44 2.60 1.34
P2 -1.14 0.34 3.82
O5 -0.72 -0.21 5.26
O6 -2.59 0.15 3.53
O7 -0.12 -0.13 2.81
H1 0.20 3.74 4.87
H2 1.12 2.43 4.10
H3 0.37 2.17 5.68
H4 -2.81 1.89 4.83
H5 -1.52 5.08 2.00
H6 -3.09 1.70 2.48
H7 -0.61 -1.17 5.30
C3 -1.88 -1.78 -1.52
C4 -1.59 -2.96 -0.57
C5 -0.12 -3.37 -0.48
Sb1 1.33 -1.80 -0.28
C6 1.61 -1.41 -2.36
C7 1.88 -0.12 -2.80
C8 2.06 0.15 -4.15
C9 1.98 -0.88 -5.08
C10 1.73 -2.18 -4.65
C11 1.55 -2.44 -3.30
C12 3.00 -3.08 -0.07
C13 3.05 -3.93 1.03
C14 4.11 -4.81 1.22
C15 5.14 -4.84 0.30
C16 5.12 -3.99 -0.80
C17 4.05 -3.12 -0.99
Sb2 -2.12 -0.04 -0.31
C18 -4.18 -0.41 0.04
C19 -5.01 -0.57 -1.07
C20 -6.36 -0.88 -0.92
C21 -6.88 -1.05 0.36
C22 -6.06 -0.91 1.46
C23 -4.72 -0.59 1.31
C24 -2.27 1.54 -1.72
C25 -1.08 2.00 -2.28
C26 -1.06 3.05 -3.18
C27 -2.24 3.69 -3.52
C28 -3.43 3.27 -2.95
C29 -3.45 2.21 -2.06
H8 -2.81 -1.92 -2.07
H9 -1.08 -1.64 -2.26
H10 -2.17 -3.83 -0.89
H11 -1.96 -2.73 0.44
H12 0.17 -3.92 -1.37
H13 0.04 -4.04 0.37
H14 1.98 0.69 -2.08
H15 2.27 1.16 -4.48
H16 2.11 -0.68 -6.14
H17 1.68 -2.99 -5.37
H18 1.38 -3.46 -2.99
H19 2.26 -3.91 1.78
H20 4.13 -5.46 2.08
H21 5.98 -5.52 0.43
H22 5.92 -4.00 -1.52
H23 4.05 -2.46 -1.85
H24 -4.63 -0.44 -2.08
H25 -6.99 -1.00 -1.79
H26 -7.93 -1.30 0.48
H27 -6.46 -1.05 2.46
H28 -4.09 -0.51 2.19
H29 -0.13 1.53 -2.01
H30 -0.12 3.38 -3.60
H31 -2.23 4.52 -4.22
H32 -4.36 3.78 -3.19
H33 -4.39 1.92 -1.61
F1 4.37 2.43 2.70
C30 3.22 2.15 2.09
F2 2.40 3.20 2.20
F3 2.63 1.14 2.79
C31 3.35 1.75 0.59
O8 2.15 1.42 0.09
C32 3.89 2.98 -0.21
F4 4.27 2.60 -1.44
F5 4.93 3.59 0.36
F6 2.92 3.89 -0.36
C33 4.38 0.58 0.46
F7 4.29 0.02 -0.75
F8 5.64 0.98 0.64
F9 4.14 -0.39 1.36

***

# 7
C37H31F6MnNO6PS as an isolated structure in a non-equilibrium geometry, computed with the ωB97M-V functional and the def2-TZVPD basis.

The spin multiplicity is 5. The largest force on an atom is 2.772 eV/A. As for the HOMO-LUMO gap (alpha / beta): 5.3 / 7.1 eV. The expectation value of S² is 6.10. The calculation puts the highest occupied orbital energy (alpha / beta) at -7.443 / -7.446 eV.

CARTESIAN COORDINATES (ANGSTROEM)
Mn1 2.03 0.21 -0.77
O1 3.24 1.78 0.24
S1 4.47 0.97 0.10
O2 5.64 1.66 -0.33
O3 4.12 -0.25 -0.66
C1 4.74 0.33 1.75
C2 5.98 0.35 2.37
C3 6.13 -0.23 3.62
C4 5.04 -0.83 4.24
C5 3.80 -0.85 3.61
C6 3.64 -0.27 2.36
P1 2.04 -0.33 1.47
C7 1.02 0.87 2.38
C8 -0.37 0.81 2.27
C9 -1.15 1.79 2.86
C10 -0.56 2.84 3.53
C11 0.82 2.90 3.65
C12 1.61 1.92 3.08
C13 1.51 -1.98 2.06
C14 2.18 -3.04 1.46
C15 1.90 -4.34 1.83
C16 0.94 -4.59 2.80
C17 0.29 -3.54 3.41
C18 0.57 -2.23 3.05
H1 6.79 0.81 1.84
H2 7.10 -0.21 4.10
H3 5.16 -1.30 5.20
H4 2.96 -1.33 4.09
H5 -0.82 0.00 1.71
H6 -2.22 1.74 2.76
H7 -1.17 3.62 3.96
H8 1.29 3.73 4.17
H9 2.69 1.98 3.14
H10 2.92 -2.82 0.70
H11 2.42 -5.16 1.35
H12 0.72 -5.61 3.09
H13 -0.45 -3.73 4.18
H14 0.08 -1.41 3.56
C19 2.13 1.53 -4.80
C20 1.53 1.61 -3.39
O4 2.06 0.72 -2.52
C21 1.73 3.02 -2.79
F1 0.96 3.97 -3.36
F2 2.99 3.44 -2.92
F3 1.44 3.01 -1.48
C22 0.00 1.35 -3.49
F4 -0.61 2.04 -4.47
F5 -0.25 0.06 -3.72
F6 -0.64 1.68 -2.36
H15 3.21 1.71 -4.74
H16 1.68 2.27 -5.46
H17 1.96 0.53 -5.19
C23 -5.15 3.49 -2.50
C24 -4.89 2.02 -2.50
C25 -5.55 1.21 -3.42
C26 -5.31 -0.16 -3.46
C27 -4.40 -0.72 -2.59
C28 -3.72 0.08 -1.67
N1 -2.72 -0.47 -0.86
C29 -2.52 -1.80 -0.59
C30 -3.58 -2.68 -0.34
C31 -3.34 -3.99 -0.01
C32 -2.04 -4.49 0.06
C33 -0.98 -3.65 -0.21
C34 -1.20 -2.31 -0.51
C35 -0.01 -1.47 -0.74
O5 1.10 -1.98 -1.00
O6 -0.09 -0.20 -0.57
C36 -3.97 1.46 -1.61
C37 -3.28 2.35 -0.63
H18 -5.87 3.76 -3.26
H19 -4.23 4.04 -2.69
H20 -5.53 3.82 -1.53
H21 -6.25 1.64 -4.12
H22 -5.81 -0.77 -4.19
H23 -4.17 -1.77 -2.65
H24 -1.87 0.09 -0.78
H25 -4.59 -2.30 -0.37
H26 -4.17 -4.65 0.19
H27 -1.87 -5.52 0.32
H28 0.04 -3.99 -0.17
H29 -2.60 1.81 0.03
H30 -4.00 2.88 -0.02
H31 -2.69 3.10 -1.16

***

# 8
A 2-piece molecular cluster, C3H8NO overall in a non-equilibrium geometry, computed with the ωB97M-V functional and the def2-TZVPD basis.

The spin multiplicity is 3. The largest force on an atom is 2.920 eV/A. As for the HOMO-LUMO gap (alpha / beta): 8.4 / 10.7 eV. The expectation value of S² is 2.01. The charge is +1. The calculation puts the highest occupied orbital energy (alpha / beta) at -11.943 / -17.192 eV.

CARTESIAN COORDINATES (ANGSTROEM)
C1 0.03 0.06 -0.67
C2 1.08 -0.38 0.23
C3 -2.31 -0.58 0.06
N1 0.64 1.14 0.03
O1 2.23 -0.74 -0.20
H1 0.11 0.02 -1.72
H2 0.76 -0.45 1.26
H3 -2.48 0.15 0.86
H4 -1.78 -1.50 0.39
H5 -2.41 -0.43 -1.00
H6 1.12 1.82 -0.51
H7 0.13 1.49 0.84
H8 2.88 -0.60 0.44

***

# 9
A single CH3Cl2P molecule in a non-equilibrium geometry, computed with the ωB97M-V functional and the def2-TZVPD basis.

The largest force on an atom is 6.174 eV/A. As for the HOMO-LUMO gap: 10.0 eV. The SMILES is CP(Cl)Cl. The calculation puts the highest occupied orbital energy at -9.196 eV.

CARTESIAN COORDINATES (ANGSTROEM)
C1 -0.04 -0.75 -0.64
P1 -0.40 1.21 0.33
Cl1 -1.07 0.54 2.11
Cl2 1.50 1.75 0.75
H1 -0.98 -1.02 -0.80
H2 0.65 -1.39 -0.16
H3 0.34 -0.33 -1.59

***

> Which value of largest force on an atom does entry 2 give?

4.744 eV/A

***

Repeat the seventh record exactly.
C37H31F6MnNO6PS as an isolated structure in a non-equilibrium geometry, computed with the ωB97M-V functional and the def2-TZVPD basis.

The spin multiplicity is 5. The largest force on an atom is 2.772 eV/A. As for the HOMO-LUMO gap (alpha / beta): 5.3 / 7.1 eV. The expectation value of S² is 6.10. The calculation puts the highest occupied orbital energy (alpha / beta) at -7.443 / -7.446 eV.

CARTESIAN COORDINATES (ANGSTROEM)
Mn1 2.03 0.21 -0.77
O1 3.24 1.78 0.24
S1 4.47 0.97 0.10
O2 5.64 1.66 -0.33
O3 4.12 -0.25 -0.66
C1 4.74 0.33 1.75
C2 5.98 0.35 2.37
C3 6.13 -0.23 3.62
C4 5.04 -0.83 4.24
C5 3.80 -0.85 3.61
C6 3.64 -0.27 2.36
P1 2.04 -0.33 1.47
C7 1.02 0.87 2.38
C8 -0.37 0.81 2.27
C9 -1.15 1.79 2.86
C10 -0.56 2.84 3.53
C11 0.82 2.90 3.65
C12 1.61 1.92 3.08
C13 1.51 -1.98 2.06
C14 2.18 -3.04 1.46
C15 1.90 -4.34 1.83
C16 0.94 -4.59 2.80
C17 0.29 -3.54 3.41
C18 0.57 -2.23 3.05
H1 6.79 0.81 1.84
H2 7.10 -0.21 4.10
H3 5.16 -1.30 5.20
H4 2.96 -1.33 4.09
H5 -0.82 0.00 1.71
H6 -2.22 1.74 2.76
H7 -1.17 3.62 3.96
H8 1.29 3.73 4.17
H9 2.69 1.98 3.14
H10 2.92 -2.82 0.70
H11 2.42 -5.16 1.35
H12 0.72 -5.61 3.09
H13 -0.45 -3.73 4.18
H14 0.08 -1.41 3.56
C19 2.13 1.53 -4.80
C20 1.53 1.61 -3.39
O4 2.06 0.72 -2.52
C21 1.73 3.02 -2.79
F1 0.96 3.97 -3.36
F2 2.99 3.44 -2.92
F3 1.44 3.01 -1.48
C22 0.00 1.35 -3.49
F4 -0.61 2.04 -4.47
F5 -0.25 0.06 -3.72
F6 -0.64 1.68 -2.36
H15 3.21 1.71 -4.74
H16 1.68 2.27 -5.46
H17 1.96 0.53 -5.19
C23 -5.15 3.49 -2.50
C24 -4.89 2.02 -2.50
C25 -5.55 1.21 -3.42
C26 -5.31 -0.16 -3.46
C27 -4.40 -0.72 -2.59
C28 -3.72 0.08 -1.67
N1 -2.72 -0.47 -0.86
C29 -2.52 -1.80 -0.59
C30 -3.58 -2.68 -0.34
C31 -3.34 -3.99 -0.01
C32 -2.04 -4.49 0.06
C33 -0.98 -3.65 -0.21
C34 -1.20 -2.31 -0.51
C35 -0.01 -1.47 -0.74
O5 1.10 -1.98 -1.00
O6 -0.09 -0.20 -0.57
C36 -3.97 1.46 -1.61
C37 -3.28 2.35 -0.63
H18 -5.87 3.76 -3.26
H19 -4.23 4.04 -2.69
H20 -5.53 3.82 -1.53
H21 -6.25 1.64 -4.12
H22 -5.81 -0.77 -4.19
H23 -4.17 -1.77 -2.65
H24 -1.87 0.09 -0.78
H25 -4.59 -2.30 -0.37
H26 -4.17 -4.65 0.19
H27 -1.87 -5.52 0.32
H28 0.04 -3.99 -0.17
H29 -2.60 1.81 0.03
H30 -4.00 2.88 -0.02
H31 -2.69 3.10 -1.16